Formula: C27H36Cl6N6
Source: OMol25
Level of theory: ωB97M-V with the def2-TZVPD basis set

```
75
Properties=species:S:1:pos:R:3:forces:R:3
C -0.36441 4.51762 4.10682 -0.6 -1.5 0.0
C 0.03011 5.32227 3.02730 1.1 -0.7 -0.8
C 0.56288 4.45247 2.06233 -0.6 0.1 1.3
N 0.42698 3.14576 2.53141 -0.2 1.4 -0.1
C -0.18577 3.16813 3.78447 0.8 1.2 -1.4
H -0.82505 4.85091 5.00555 -0.2 0.2 0.5
H 0.04137 6.41638 3.01207 0.0 -0.6 -0.2
H 1.07484 4.73181 1.15560 -0.1 -0.4 -0.1
H 0.73495 2.33624 1.99422 -0.2 0.2 0.4
H -0.46001 2.23334 4.23893 0.1 0.1 0.3
C 4.12168 -0.91142 -1.62122 0.8 0.4 1.4
C 3.00677 -1.41999 -2.29276 -0.1 -0.2 -0.8
C 3.46578 -1.89918 -3.49064 0.4 -0.5 0.0
N 4.83955 -1.75951 -3.52018 -0.5 0.0 0.1
C 5.24445 -1.16262 -2.35761 -0.2 0.3 -0.5
H 4.17373 -0.40363 -0.66450 -0.2 -0.2 -0.1
H 1.99287 -1.51421 -1.97620 -0.4 0.3 0.2
H 2.92705 -2.44504 -4.24386 0.1 0.0 -0.2
H 5.44408 -2.06496 -4.25874 0.0 0.0 -0.1
H 6.25805 -0.85342 -2.17930 0.1 -0.2 -0.1
C -2.36925 -1.26422 3.74192 0.0 0.0 0.9
C -3.01117 0.00641 3.63383 -0.1 -0.1 0.0
C -3.93110 -0.08050 2.60024 1.5 -0.9 0.9
N -3.76147 -1.33474 2.05843 -0.3 -0.5 0.2
C -2.84667 -2.10907 2.76807 -0.5 2.4 0.0
H -1.77531 -1.54586 4.60526 0.4 0.0 -0.5
H -2.77082 0.88706 4.23134 -0.4 -0.4 -0.1
H -4.72171 0.60780 2.39235 -0.1 0.1 -0.7
H -4.31563 -1.70482 1.31518 -0.2 -0.1 -0.5
H -2.51293 -3.08505 2.49175 -0.3 -0.3 -0.2
C -3.08518 -1.56924 -1.36200 0.2 0.7 -0.1
C -3.83514 -2.73110 -1.08990 -0.5 -1.0 0.4
C -5.15213 -2.36688 -0.89838 -0.2 1.0 -1.0
N -5.22542 -1.00027 -1.18110 0.5 -1.0 0.9
C -3.96382 -0.50858 -1.38002 -0.4 0.2 -0.2
H -2.01862 -1.49059 -1.52016 -0.1 0.0 0.0
H -3.48307 -3.76730 -1.05761 0.0 0.6 0.1
H -6.07241 -2.91913 -0.75137 0.3 -0.1 0.0
H -6.04654 -0.43472 -1.11435 -0.2 0.1 0.1
H -3.87514 0.57265 -1.47922 0.4 -0.5 -0.2
C 1.25415 0.22881 0.79716 0.2 -0.6 1.0
C 0.60833 0.85765 -0.27431 -0.4 0.7 -1.0
C -0.74184 0.94314 0.01325 1.2 -0.9 0.7
N -0.90773 0.28403 1.20261 -0.4 0.5 1.6
C 0.30202 -0.10928 1.76515 0.0 0.8 -1.9
H 2.31445 0.02723 0.81872 0.0 0.0 0.2
H 1.09226 1.24651 -1.17093 -0.2 -0.1 0.3
H -1.55300 1.43815 -0.47225 -0.3 0.0 -0.2
H -1.73313 0.41026 1.80110 0.3 -0.3 -0.5
H 0.39836 -0.54448 2.75067 -0.2 -0.1 -0.3
C -0.79031 0.70580 -4.10446 -0.9 0.2 1.3
C -1.58415 -0.20105 -4.86208 0.2 0.1 -0.2
C -0.72396 -1.01405 -5.54869 0.2 -0.1 0.0
N 0.56799 -0.64232 -5.21365 -1.3 0.7 0.9
C 0.50628 0.38144 -4.25925 0.6 -1.3 -1.4
H -1.13050 1.41240 -3.34955 -0.1 -0.1 -0.4
H -2.65796 -0.25751 -4.86402 -0.1 0.0 -0.2
H -0.95495 -1.83074 -6.23413 0.3 0.4 0.3
H 1.37901 -1.17740 -5.38317 0.7 -0.4 -0.3
H 1.39984 0.72462 -3.78703 0.2 0.2 0.0
Cl 0.14482 -3.80667 1.81338 0.4 -0.1 1.3
C -0.41169 -3.14300 0.33415 -0.1 1.2 -0.6
Cl -0.37352 -4.36389 -0.89070 -0.2 -0.7 -1.1
H -1.40273 -2.72928 0.43565 -0.4 -0.2 0.2
H 0.19774 -2.30862 0.00011 0.4 -0.1 0.2
Cl 3.45239 3.01554 -0.58639 -0.6 0.3 1.0
C 3.60510 2.42325 -2.21673 2.3 -0.3 0.5
Cl 2.54555 3.07369 -3.36520 -1.3 0.8 -1.0
H 4.61699 2.75302 -2.45591 -0.1 -0.4 -0.4
H 3.57178 1.34485 -2.19708 -0.2 -0.2 -0.1
Cl 3.44557 -1.30655 6.43468 -0.1 -0.1 0.0
C 3.96104 0.07215 5.46729 -0.1 0.2 0.2
Cl 2.91283 0.39101 4.08068 -0.1 0.1 0.1
H 4.01780 0.94006 6.11683 -0.3 0.0 -0.1
H 4.93481 -0.14159 5.08615 0.5 -0.2 -0.2
```
Forces are in eV/Å.

The HOMO energy comes out at -7.7119 eV. As for the multiplicity: 1. As for the total energy: -112656.393 eV. The structure (SMILES) is c1cc[nH]c1.c1cc[nH]c1.c1cc[nH]c1.c1cc[nH]c1.c1cc[nH]c1.c1cc[nH]c1.ClCCl.ClCCl.ClCCl. Its total charge is 0. For the frontier orbital gap, the calculation gives 8.25 eV.